This record from OMol25 describes 9 unconnected molecules or ions with the total composition C28H65F13N2O10S9. The level of theory is the ωB97M-V functional and the def2-TZVPD basis.

Each atom is followed by the atoms it is bonded to, with distances in Å.
Positions of all 127 atoms, in Å:
1 N -1.99 -5.17 2.01  C2 1.470, H31 1.011, H32 1.011
2 C -3.02 -4.43 1.27  N1 1.470, C3 1.559, H33 1.092, H34 1.096
3 C -2.70 -2.91 1.06  C2 1.559, C4 1.532, O9 1.411, H35 1.100
4 C -2.90 -2.56 -0.41  C3 1.532, C5 1.541, H36 1.090, H37 1.094
5 C -2.31 -1.19 -0.81  C4 1.541, C6 1.506, H38 1.092, H39 1.087
6 C -2.98 -0.09 -0.02  C5 1.506, N7 1.421, O8 1.220
7 N -4.18 0.40 -0.59  C6 1.421, H40 1.019, H41 1.015
8 O -2.55 0.32 1.05  C6 1.220
9 O -1.38 -2.54 1.40  C3 1.411, C10 1.412
10 C -1.20 -2.25 2.77  O9 1.412, C11 1.527, H42 1.100, H43 1.096
11 C 0.18 -1.62 2.98  C10 1.527, C12 1.540, H44 1.095, H45 1.092
12 C 1.34 -2.50 3.48  C11 1.540, C13 1.517, H46 1.092, H47 1.092
13 C 1.41 -3.91 2.93  C12 1.517, F14 1.350, F15 1.368, C16 1.552
14 F 1.03 -3.98 1.64  C13 1.350
15 F 0.63 -4.75 3.69  C13 1.368
16 C 2.85 -4.48 3.00  C13 1.552, F17 1.357, F18 1.353, C19 1.576
17 F 3.30 -4.33 4.27  C16 1.357
18 F 3.66 -3.75 2.20  C16 1.353
19 C 2.96 -6.01 2.64  C16 1.576, F20 1.350, F21 1.335, C22 1.565
20 F 3.08 -6.70 3.80  C19 1.350
21 F 1.87 -6.47 2.02  C19 1.335
22 C 4.25 -6.40 1.83  C19 1.565, F23 1.334, F24 1.326, S25 1.899
23 F 4.43 -7.71 2.00  C22 1.334
24 F 5.30 -5.79 2.34  C22 1.326
25 S 4.18 -6.13 -0.05  C22 1.899, F26 1.593, F27 1.594, F28 1.580, F29 1.580, F30 1.579
26 F 5.20 -4.90 0.04  S25 1.593
27 F 5.43 -7.11 -0.21  S25 1.594
28 F 3.18 -7.35 -0.18  S25 1.580
29 F 2.98 -5.12 0.08  S25 1.580
30 F 4.14 -5.95 -1.62  S25 1.579
31 H -1.89 -6.10 1.61  N1 1.011
32 H -2.25 -5.28 2.98  N1 1.011
33 H -3.11 -4.88 0.28  C2 1.092
34 H -3.99 -4.53 1.75  C2 1.096
35 H -3.42 -2.31 1.65  C3 1.100
36 H -3.96 -2.59 -0.67  C4 1.090
37 H -2.42 -3.31 -1.04  C4 1.094
38 H -2.56 -1.01 -1.86  C5 1.092
39 H -1.24 -1.16 -0.68  C5 1.087
40 H -3.94 1.06 -1.33  N7 1.019
41 H -4.69 0.88 0.14  N7 1.015
42 H -1.94 -1.49 3.04  C10 1.100
43 H -1.38 -3.12 3.41  C10 1.096
44 H 0.04 -0.85 3.74  C11 1.095
45 H 0.44 -1.09 2.06  C11 1.092
46 H 2.28 -1.98 3.27  C12 1.092
47 H 1.28 -2.59 4.56  C12 1.092
48 C -0.08 4.84 0.16  S49 1.795, H52 1.089, H53 1.091, H54 1.090
49 S -1.05 3.34 0.01  C48 1.795, O50 1.493, C51 1.786
50 O -2.25 3.69 -0.80  S49 1.493
51 C -1.55 3.28 1.72  S49 1.786, H55 1.087, H56 1.090, H57 1.088
52 H 0.30 5.10 -0.82  C48 1.089
53 H -0.73 5.64 0.53  C48 1.091
54 H 0.75 4.68 0.85  C48 1.090
55 H -2.06 4.21 1.97  C51 1.087
56 H -0.67 3.15 2.35  C51 1.090
57 H -2.22 2.43 1.84  C51 1.088
58 C 8.84 -4.37 -3.58  S59 1.796, H62 1.085, H63 1.089, H64 1.088
59 S 7.46 -4.63 -4.71  C58 1.796, O60 1.487, C61 1.797
60 O 7.40 -3.46 -5.62  S59 1.487
61 C 6.18 -4.39 -3.46  S59 1.797, H65 1.090, H66 1.089, H67 1.088
62 H 9.76 -4.43 -4.15  C58 1.085
63 H 8.76 -3.38 -3.12  C58 1.089
64 H 8.83 -5.15 -2.82  C58 1.088
65 H 6.29 -3.40 -3.02  C61 1.090
66 H 6.27 -5.16 -2.70  C61 1.089
67 H 5.21 -4.47 -3.95  C61 1.088
68 C -6.30 -2.79 -4.01  S69 1.796, H72 1.088, H73 1.090, H74 1.090
69 S -6.16 -4.27 -3.00  C68 1.796, O70 1.487, C71 1.797
70 O -5.04 -4.02 -2.05  S69 1.487
71 C -5.50 -5.32 -4.30  S69 1.797, H75 1.090, H76 1.090, H77 1.088
72 H -6.65 -1.99 -3.36  C68 1.088
73 H -5.32 -2.53 -4.41  C68 1.090
74 H -7.02 -2.96 -4.81  C68 1.090
75 H -4.58 -4.89 -4.69  C71 1.090
76 H -6.25 -5.43 -5.09  C71 1.090
77 H -5.29 -6.30 -3.86  C71 1.088
78 C -0.15 2.09 -4.20  S79 1.797, H82 1.088, H83 1.090, H84 1.090
79 S -1.89 2.22 -3.77  C78 1.797, O80 1.490, C81 1.799
80 O -2.33 0.88 -3.29  S79 1.490
81 C -2.49 2.38 -5.46  S79 1.799, H85 1.090, H86 1.090, H87 1.088
82 H 0.40 1.92 -3.28  C78 1.088
83 H -0.01 1.24 -4.87  C78 1.090
84 H 0.17 3.01 -4.67  C78 1.090
85 H -2.18 1.52 -6.04  C81 1.090
86 H -2.09 3.30 -5.89  C81 1.090
87 H -3.57 2.44 -5.42  C81 1.088
88 C -2.21 6.43 6.04  S89 1.796, H92 1.088, H93 1.090, H94 1.090
89 S -3.06 6.26 4.47  C88 1.796, O90 1.492, C91 1.788
90 O -2.03 5.90 3.45  S89 1.492
91 C -3.42 8.00 4.24  S89 1.788, H95 1.091, H96 1.088, H97 1.085
92 H -1.86 5.45 6.33  C88 1.088
93 H -1.36 7.10 5.91  C88 1.090
94 H -2.90 6.82 6.78  C88 1.090
95 H -2.49 8.57 4.24  C91 1.091
96 H -4.09 8.34 5.03  C91 1.088
97 H -3.93 8.11 3.28  C91 1.085
98 C 12.75 -5.17 -0.01  S99 1.796, H102 1.088, H103 1.090, H104 1.090
99 S 11.37 -5.44 -1.13  C98 1.796, O100 1.485, C101 1.799
100 O 11.33 -4.27 -2.05  S99 1.485
101 C 10.08 -5.19 0.10  S99 1.799, H105 1.090, H106 1.090, H107 1.088
102 H 13.66 -5.23 -0.59  C98 1.088
103 H 12.66 -4.18 0.44  C98 1.090
104 H 12.74 -5.94 0.76  C98 1.090
105 H 10.18 -4.20 0.54  C101 1.090
106 H 10.16 -5.97 0.86  C101 1.090
107 H 9.12 -5.28 -0.40  C101 1.088
108 C 0.18 9.06 -1.88  S109 1.798, H112 1.088, H113 1.090, H114 1.090
109 S -0.90 7.68 -2.30  C108 1.798, O110 1.485, C111 1.796
110 O -1.38 7.91 -3.68  S109 1.485
111 C -2.23 8.13 -1.19  S109 1.796, H115 1.090, H116 1.090, H117 1.088
112 H 1.07 8.98 -2.51  C108 1.088
113 H -0.34 10.00 -2.09  C108 1.090
114 H 0.46 9.00 -0.83  C108 1.090
115 H -2.58 9.13 -1.44  C111 1.090
116 H -1.88 8.09 -0.16  C111 1.090
117 H -3.03 7.41 -1.33  C111 1.088
118 C -7.94 9.40 1.64  S119 1.796, H122 1.088, H123 1.090, H124 1.090
119 S -7.48 8.06 2.75  C118 1.796, O120 1.490, C121 1.796
120 O -6.32 8.54 3.55  S119 1.490
121 C -6.82 6.97 1.48  S119 1.796, H125 1.090, H126 1.090, H127 1.088
122 H -8.33 10.21 2.25  C118 1.088
123 H -7.05 9.74 1.10  C118 1.090
124 H -8.70 9.05 0.95  C118 1.090
125 H -6.01 7.48 0.95  C121 1.090
126 H -7.62 6.69 0.79  C121 1.090
127 H -6.43 6.08 1.98  C121 1.088

The value obtained for the orbital gap is 8.77 eV. The LUMO energy comes out at 0.4 eV. The HOMO energy is -8.34 eV. As for the total energy: -186382.02015 eV.

---

This record from OMol25 describes 7 unconnected molecules or ions with the total composition C28H67BrF3O6P in a non-equilibrium geometry. The level of theory is the ωB97M-V functional and the def2-TZVPD basis.

Each atom is followed by the atoms it is bonded to, with distances in Å.
Positions of all 106 atoms, in Å:
1 C -3.15 3.59 -3.27  C2 1.639, H16 1.173, H17 1.188, H18 1.192
2 C -2.11 2.33 -3.21  C1 1.639, C3 1.639, H19 1.187, H20 1.191
3 C -1.14 2.28 -1.89  C2 1.639, C4 1.668, P5 1.927, H21 1.175
4 C -0.08 3.56 -2.05  C3 1.668, H22 1.189, H23 1.191, H24 1.194
5 P -2.08 2.45 -0.21  C3 1.927, C6 1.948, C12 1.909
6 C -3.11 0.84 0.13  P5 1.948, C7 1.640, H25 1.171, H26 1.194
7 C -4.09 0.42 -1.13  C6 1.640, C8 1.642, H27 1.191, H28 1.171
8 C -3.45 -0.93 -1.81  C7 1.642, F9 1.510, F10 1.491, F11 1.482
9 F -3.73 -2.06 -0.85  C8 1.510
10 F -1.96 -0.81 -1.85  C8 1.491
11 F -4.05 -1.30 -3.11  C8 1.482
12 C -0.88 2.55 1.27  P5 1.909, C13 1.637, H29 1.189, H30 1.194
13 C 0.60 1.92 1.03  C12 1.637, C14 1.639, Br15 2.040, H31 1.170
14 C 0.87 0.46 1.74  C13 1.639, H32 1.193, H33 1.193, H34 1.170
15 Br 1.92 3.23 1.87  C13 2.040
16 H -2.75 4.55 -2.72  C1 1.173
17 H -4.19 3.33 -2.75  C1 1.188
18 H -3.38 3.86 -4.40  C1 1.192
19 H -2.65 1.28 -3.37  C2 1.187
20 H -1.38 2.44 -4.15  C2 1.191
21 H -0.48 1.31 -1.84  C3 1.175
22 H 0.35 3.87 -0.98  C4 1.189
23 H -0.57 4.49 -2.61  C4 1.191
24 H 0.79 3.15 -2.77  C4 1.194
25 H -2.46 -0.04 0.54  C6 1.171
26 H -3.84 1.14 1.02  C6 1.194
27 H -5.13 0.10 -0.65  C7 1.191
28 H -4.33 1.29 -1.88  C7 1.171
29 H -0.85 3.67 1.69  C12 1.189
30 H -1.39 1.92 2.15  C12 1.194
31 H 0.94 1.83 -0.09  C13 1.170
32 H 1.91 0.47 2.32  C14 1.193
33 H 1.03 -0.32 0.86  C14 1.193
34 H -0.01 0.05 2.38  C14 1.170
35 C 0.08 6.51 -6.61  C36 1.520, H39 1.096, H40 1.095, H41 1.094
36 C 0.40 5.87 -5.27  C35 1.520, C37 1.520, O38 1.425, H42 1.095
37 C 1.48 4.81 -5.41  C36 1.520, H43 1.096, H44 1.095, H45 1.094
38 O -0.78 5.27 -4.74  C36 1.425, H46 0.972
39 H -0.30 5.77 -7.32  C35 1.096
40 H -0.71 7.26 -6.49  C35 1.095
41 H 0.96 7.00 -7.03  C35 1.094
42 H 0.73 6.63 -4.56  C36 1.095
43 H 1.16 4.00 -6.08  C37 1.096
44 H 1.69 4.34 -4.44  C37 1.095
45 H 2.41 5.24 -5.80  C37 1.094
46 H -1.08 4.59 -5.36  O38 0.972
47 C 2.73 0.51 5.61  C48 1.520, H51 1.096, H52 1.095, H53 1.094
48 C 1.41 -0.22 5.81  C47 1.520, C49 1.520, O50 1.425, H54 1.095
49 C 1.50 -1.23 6.94  C48 1.520, H55 1.096, H56 1.095, H57 1.094
50 O 1.05 -0.89 4.61  C48 1.425, H58 0.972
51 H 3.53 -0.20 5.34  C47 1.096
52 H 2.65 1.22 4.78  C47 1.095
53 H 3.03 1.05 6.51  C47 1.094
54 H 0.62 0.51 6.03  C48 1.095
55 H 2.26 -2.00 6.72  C49 1.096
56 H 0.55 -1.76 7.07  C49 1.095
57 H 1.77 -0.74 7.89  C49 1.094
58 H 1.74 -1.54 4.40  O50 0.972
59 C 1.15 -5.63 9.85  C60 1.520, H63 1.096, H64 1.095, H65 1.094
60 C 0.89 -4.57 8.79  C59 1.520, C61 1.520, O62 1.425, H66 1.095
61 C -0.18 -5.03 7.81  C60 1.520, H67 1.096, H68 1.095, H69 1.094
62 O 2.10 -4.31 8.08  C60 1.425, H70 0.972
63 H 1.51 -6.56 9.40  C59 1.096
64 H 1.94 -5.30 10.54  C59 1.095
65 H 0.25 -5.85 10.42  C59 1.094
66 H 0.58 -3.64 9.27  C60 1.095
67 H 0.13 -5.94 7.28  C61 1.096
68 H -0.35 -4.26 7.04  C61 1.095
69 H -1.13 -5.22 8.32  C61 1.094
70 H 2.38 -5.13 7.65  O62 0.972
71 C -4.34 4.01 -8.70  C72 1.520, H75 1.096, H76 1.095, H77 1.094
72 C -2.84 4.08 -8.47  C71 1.520, C73 1.520, O74 1.425, H78 1.095
73 C -2.07 3.28 -9.51  C72 1.520, H79 1.096, H80 1.095, H81 1.094
74 O -2.54 3.58 -7.17  C72 1.425, H82 0.972
75 H -4.69 2.97 -8.64  C71 1.096
76 H -4.88 4.58 -7.94  C71 1.095
77 H -4.60 4.40 -9.69  C71 1.094
78 H -2.51 5.13 -8.50  C72 1.095
79 H -2.35 2.22 -9.47  C73 1.096
80 H -1.00 3.34 -9.33  C73 1.095
81 H -2.27 3.66 -10.52  C73 1.094
82 H -2.82 2.65 -7.14  O74 0.972
83 C 3.47 -1.44 -1.81  C84 1.520, H87 1.096, H88 1.095, H89 1.094
84 C 3.79 -2.08 -0.47  C83 1.520, C85 1.520, O86 1.425, H90 1.095
85 C 4.87 -3.14 -0.61  C84 1.520, H91 1.096, H92 1.095, H93 1.094
86 O 2.61 -2.68 0.07  C84 1.425, H94 0.972
87 H 3.10 -2.18 -2.52  C83 1.096
88 H 2.68 -0.69 -1.69  C83 1.095
89 H 4.35 -0.96 -2.23  C83 1.094
90 H 4.12 -1.32 0.24  C84 1.095
91 H 4.55 -3.95 -1.28  C85 1.096
92 H 5.09 -3.61 0.36  C85 1.095
93 H 5.80 -2.71 -1.00  C85 1.094
94 H 2.32 -3.37 -0.56  O86 0.972
95 C 1.50 -6.25 2.43  C96 1.520, H99 1.096, H100 1.095, H101 1.094
96 C 0.58 -6.62 3.59  C95 1.520, C97 1.520, O98 1.425, H102 1.095
97 C -0.67 -5.75 3.60  C96 1.520, H103 1.096, H104 1.095, H105 1.094
98 O 1.28 -6.45 4.82  C96 1.425, H106 0.972
99 H 1.84 -5.21 2.51  C95 1.096
100 H 2.40 -6.88 2.45  C95 1.095
101 H 1.00 -6.38 1.47  C95 1.094
102 H 0.30 -7.67 3.51  C96 1.095
103 H -0.41 -4.69 3.72  C97 1.096
104 H -1.31 -6.01 4.44  C97 1.095
105 H -1.24 -5.86 2.67  C97 1.094
106 H 1.54 -5.52 4.89  O98 0.972

The value obtained for the orbital gap is 8.40 eV. The LUMO energy comes out at 0.5 eV. As for the SMILES: CC[C@@H](C)P(CCC(F)(F)F)C[C@H](C)Br.CC(C)O.CC(C)O.CC(C)O.CC(C)O.CC(C)O.CC(C)O. The HOMO energy is -7.87 eV. As for the total energy: -129886.42043 eV.